Entry 1:
Below is a structure of composition CH3I3N2O2S, with properties calculated with ωB97M-V/def2-TZVPD.

Last column: Mulliken charge in e.
Positions of all 12 atoms, in Å:
C -2.12418 0.31436 -1.01928  -0.593
N 1.22301 -0.19790 0.60760  -0.380
N -1.74472 -0.91033 -0.59085  -0.523
O 0.62423 -0.27907 -1.94666  -0.526
O 0.66711 -2.26221 -0.55284  -0.446
S 0.45087 -0.89336 -0.68331  1.027
I -1.46937 2.13110 0.02169  0.070
I -4.34101 0.22587 -1.40321  0.050
I -1.84588 -1.62596 1.28444  0.213
H -1.65150 0.45980 -2.06573  0.573
H 0.95570 -0.78184 1.50881  0.291
H 1.35505 0.76996 0.51269  0.244

Summary:
Charge: 0
Energy: -43294.5724 eV
Gap between HOMO and LUMO: 8.12 eV
Highest occupied orbital energy: -9.3 eV
LUMO level: -1.196 eV

---

Entry 2:
Below is a structure of composition C15H36I2O13P2, with properties calculated with ωB97M-V/def2-TZVPD.

Last column: Mulliken charge in e.
Positions of all 68 atoms, in Å:
C 4.45709 -0.02687 0.23504  -0.824
C 3.61215 1.23318 -0.29231  -0.240
I 4.80833 2.59631 -1.54578  0.132
C 2.45657 0.67409 -1.28166  -0.766
I 1.08855 -0.71073 -0.28758  0.122
O 1.81243 1.72983 -2.03840  -0.344
P 0.55320 2.51010 -1.21202  0.924
O 0.48742 3.95481 -1.77239  -0.672
O 0.77113 2.64411 0.45652  -0.438
O -0.89944 1.74196 -1.66965  -0.111
P -2.15695 1.94573 -0.54025  0.949
O -2.59811 3.42125 -0.44995  -0.571
O -3.50904 1.09648 -1.17300  -0.490
O -1.82332 1.23547 0.95418  -0.429
H 5.56391 0.20740 0.27473  0.347
H 4.27325 -0.87659 -0.51189  0.113
H 4.04459 -0.38899 1.23377  0.287
H 3.19132 1.75669 0.61933  0.382
H 3.02693 0.04189 -2.05110  0.664
H 1.28955 3.45602 0.67666  0.347
H -3.14406 0.20027 -1.39117  0.320
H -1.98427 1.90754 1.65383  0.349
C -7.00937 6.33077 0.97807  -0.827
O -7.05802 5.14123 0.21220  -0.277
C -5.88794 4.33935 0.35344  -0.480
C -6.24137 2.86020 0.48015  0.088
O -6.84975 2.49190 1.72071  -0.484
C -8.18069 2.95273 1.95938  -0.305
C -9.24236 2.34461 1.04532  -0.549
O -9.15042 2.88679 -0.26691  -0.270
C -9.42322 1.94370 -1.28575  -0.807
H -6.32862 7.04995 0.51455  0.334
H -8.01395 6.75808 1.00119  0.230
H -6.70284 6.12869 2.00792  0.368
H -5.29513 4.64704 1.22373  0.304
H -5.28095 4.48712 -0.54364  0.337
H -5.30395 2.29762 0.44107  0.094
H -6.83548 2.51163 -0.36450  0.034
H -8.21981 4.04159 1.95494  0.073
H -8.41130 2.64202 2.98389  0.437
H -10.23672 2.59664 1.43299  0.406
H -9.13085 1.25571 1.03551  0.335
H -8.90447 0.99682 -1.10493  0.362
H -9.05938 2.35301 -2.22934  0.233
H -10.50358 1.77389 -1.36475  0.314
C 5.79925 -7.64230 0.14800  -0.826
O 6.17763 -6.48467 -0.57546  -0.275
C 5.06471 -5.71256 -1.01241  -0.691
C 5.31394 -4.21940 -0.81674  -0.201
O 5.30049 -3.78299 0.54388  -0.411
C 6.38939 -4.20102 1.36987  -0.289
C 7.74399 -3.60626 0.99147  -0.521
O 8.24407 -4.20538 -0.19811  -0.277
C 8.93740 -3.29934 -1.03602  -0.780
H 5.40315 -8.39994 -0.53345  0.323
H 6.69005 -8.03870 0.63900  0.231
H 5.06295 -7.40566 0.92059  0.377
H 4.14686 -5.99976 -0.48440  0.372
H 4.92525 -5.91638 -2.07831  0.389
H 4.48880 -3.68513 -1.29939  0.390
H 6.22140 -3.89035 -1.32307  0.112
H 6.42956 -5.28768 1.43611  0.090
H 6.14050 -3.84238 2.37407  0.405
H 8.46433 -3.81738 1.79063  0.409
H 7.64506 -2.52165 0.88041  0.284
H 8.38951 -2.35832 -1.14928  0.337
H 9.03027 -3.75659 -2.02218  0.234
H 9.94033 -3.10717 -0.63738  0.316

Summary:
Charge: 0
Energy: -77534.6862 eV
Gap between HOMO and LUMO: 8.14 eV
Highest occupied orbital energy: -8.8 eV
LUMO level: -0.610 eV

---

Entry 3:
Below is the molecule C3H2N2O, with properties calculated with ωB97M-V/def2-TZVPD.

Last column: Mulliken charge in e.
Positions of all 8 atoms, in Å:
C 1.45757 1.07449 -1.64793  0.491
C -0.47612 0.35922 0.06740  0.065
C 2.59198 1.46666 -2.64969  -0.025
N 0.49755 0.73367 -0.89720  -0.356
N 3.25125 1.87736 -3.49507  -0.350
O -0.08579 -0.59034 0.96636  -0.468
H -1.50911 0.56042 -0.05356  0.341
H 0.86525 -0.74661 0.89874  0.302

Summary:
Charge: 0
Energy: -8165.4330 eV
Gap between HOMO and LUMO (alpha / beta): 7.00 / 7.00 eV
Highest occupied orbital energy (alpha / beta): -7.5 / -7.5 eV
LUMO level (alpha / beta): -0.535 / -0.535 eV